# 1
Entry from the OMol25 dataset: a structure of composition Cl2S2 in a non-equilibrium geometry (ωB97M-V/def2-TZVPD).

The geometry in ORCA input format:
```
! RIJCOSX wB97M-V def2-TZVPD def2/J DEFGRID3
* xyz 0 1
S 0.9610 0.8986 0.1631
S -1.0021 -0.8754 0.1670
Cl 2.4951 -0.3534 -0.1856
Cl -2.4616 0.3345 -0.1770
*
```


# 2
Entry from the OMol25 dataset: an isolated molecule of Cl3H3Si2 in a non-equilibrium geometry (ωB97M-V/def2-TZVPD).

The geometry in ORCA input format:
```
! RIJCOSX wB97M-V def2-TZVPD def2/J DEFGRID3
* xyz 0 1
Si 0.6768 0.3924 0.6047
Si -1.7029 -0.0976 1.0361
Cl 1.9015 -1.0859 0.1215
Cl -2.1012 -1.9627 0.3019
Cl -2.7909 1.1916 -0.3795
H 1.1756 0.8869 2.0282
H 0.5700 1.5294 -0.4433
H -2.3650 -0.1060 2.2646
*
```

Values from the calculation:
- SMILES = Cl[SiH2][SiH](Cl)Cl


# 3
Entry from the OMol25 dataset: an isolated molecule of Cl3O2PS in a non-equilibrium geometry (ωB97M-V/def2-TZVPD).

The geometry in ORCA input format:
```
! RIJCOSX wB97M-V def2-TZVPD def2/J DEFGRID3
* xyz 0 1
O -1.2198 -1.8216 -0.5591
O -0.3836 0.4636 0.2187
P 0.8793 1.4833 0.0153
S -1.4570 -0.8250 0.4265
Cl 0.2839 1.9826 -1.9177
Cl 2.4655 0.2310 -0.2658
Cl -0.5682 -1.5138 2.0820
*
```


# 4
Entry from the OMol25 dataset: a cluster of 2 separate species, Cl3OPS in total in a non-equilibrium geometry (ωB97M-V/def2-TZVPD).

The geometry in ORCA input format:
```
! RIJCOSX wB97M-V def2-TZVPD def2/J DEFGRID3
* xyz 0 1
O 2.1581 -0.9040 -0.2689
P 2.7823 0.3620 -0.0021
S -3.1944 -0.0286 0.7945
Cl 4.8202 0.0204 0.2412
Cl -2.6921 1.7508 -0.1537
Cl -3.8742 -1.2006 -0.6110
*
```

Values from the calculation:
- SMILES = ClSCl.O=PCl


# 5
Entry from the OMol25 dataset: an isolated molecule of Cl4H4N2Si2 in a non-equilibrium geometry (ωB97M-V/def2-TZVPD).

The geometry in ORCA input format:
```
! RIJCOSX wB97M-V def2-TZVPD def2/J DEFGRID3
* xyz 0 1
N 0.7707 0.2618 1.1711
N -0.5294 -0.3632 -1.3052
Si 0.2975 0.8292 -0.4186
Si 2.0052 1.6070 -1.7264
Cl -1.0474 2.7176 -0.2220
Cl 2.5753 0.3076 -3.1397
Cl 1.6885 3.3714 -2.5872
Cl 3.7951 1.9137 -0.6053
H 0.2193 0.5782 1.9203
H 1.7615 0.3551 1.3791
H -0.1664 -0.5577 -2.1948
H -1.5262 -0.3312 -1.2677
*
```

Values from the calculation:
- SMILES = N[Si](N)(Cl)[Si](Cl)(Cl)Cl


# 6
Entry from the OMol25 dataset: a structure of composition Cl4Li (ωB97M-V/def2-TZVPD).

The geometry in ORCA input format:
```
! RIJCOSX wB97M-V def2-TZVPD def2/J DEFGRID3
* xyz -3 1
Li 0.2437 0.2730 0.1369
Cl 2.3895 -1.3033 -0.4789
Cl -1.3760 -1.5576 1.8470
Cl 0.6551 2.6060 0.1018
Cl -1.9123 -0.0180 -1.6068
*
```


Energy relative to the best compared isomer or geometry (same formula, charge and spin) values, unit kJ/mol, following the record order: 170.73; 40.94; 110.39; 146.05; 0.00; 20.61.